Density functional theory data (ωB97M-V with the def2-TZVPD basis set) for C57H38EuN8O7S as an isolated structure at a distorted geometry.

Geometry (Å):
Eu1 0.1677 0.1554 -0.4216
C1 -3.7971 -5.2697 -3.6140
C2 -2.5593 -5.7473 -3.1808
C3 -1.5624 -4.8463 -2.8615
C4 -1.6899 -3.4652 -3.0114
C5 -2.9413 -3.0492 -3.4656
C6 -3.9939 -3.9215 -3.7279
C7 -0.6438 -2.4951 -2.7068
C8 0.4510 -2.8630 -1.7951
C9 1.2232 -4.0173 -1.7936
C10 2.0413 -3.9889 -0.6868
C11 1.8446 -2.7987 -0.0247
C12 2.4595 -2.3143 1.1724
C13 3.0152 -3.3728 2.0999
C14 4.1437 -4.0928 1.6848
C15 4.6883 -5.0601 2.5167
C16 4.1085 -5.2902 3.7962
C17 3.0006 -4.6008 4.1874
C18 2.4608 -3.5751 3.3888
C19 2.5945 -0.9993 1.5765
N1 2.1915 0.0825 0.8438
C20 2.7296 1.1479 1.3647
C21 2.6090 2.4526 0.9403
C22 3.1838 3.6276 1.7475
C23 2.8902 3.7322 3.1322
C24 3.4712 4.6997 3.9245
C25 4.3659 5.6421 3.3695
C26 4.6275 5.5843 2.0089
C27 4.0752 4.5539 1.2349
C28 1.9830 2.8268 -0.2252
C29 1.8422 4.1661 -0.7756
C30 1.1904 4.0932 -2.0143
C31 0.9404 2.7080 -2.2685
N2 1.4060 1.9984 -1.2031
C32 0.2787 2.2074 -3.3643
C33 -0.1351 0.9191 -3.6145
C34 -0.8780 0.4389 -4.8511
C35 -1.1486 -0.8571 -4.6148
C36 -0.6600 -1.1972 -3.2889
N3 -0.0456 -0.1839 -2.7691
C37 0.0511 3.1555 -4.4943
C38 -1.2080 3.7214 -4.6532
C39 -1.4882 4.4845 -5.7911
C40 -0.4637 4.8414 -6.6994
C41 0.8064 4.3570 -6.4291
C42 1.0724 3.5545 -5.3363
C43 3.5375 0.7627 2.5319
C44 3.4196 -0.5866 2.6583
N4 0.8393 -2.0755 -0.7098
H1 -4.5598 -6.0008 -3.9178
H2 -2.4283 -6.8363 -3.1499
H3 -0.6315 -5.2850 -2.5191
H4 -3.1640 -2.0205 -3.6204
H5 -4.8479 -3.4123 -4.0826
H6 1.2572 -4.7005 -2.6178
H7 2.8167 -4.6313 -0.4731
H8 4.6222 -3.8563 0.7487
H9 5.5716 -5.6400 2.2484
H10 4.5118 -6.0395 4.4556
H11 2.5658 -4.8301 5.1724
H12 1.5559 -3.0285 3.7270
H13 2.1600 2.9864 3.5224
H14 3.2240 4.6956 4.9551
H15 4.7711 6.4023 3.9875
H16 5.3154 6.3289 1.5538
H17 4.3841 4.3926 0.2202
H18 2.2398 5.0497 -0.2877
H19 0.8737 4.9475 -2.5844
H20 -1.0130 0.9456 -5.7773
H21 -1.5973 -1.4476 -5.3720
H22 -1.9832 3.3889 -3.9366
H23 -2.5178 4.7268 -6.0223
H24 -0.7255 5.4156 -7.5775
H25 1.6567 4.5811 -7.0760
H26 2.0674 3.2573 -5.1075
H27 4.2155 1.3775 3.1102
H28 3.9999 -1.2525 3.2916
O1 -1.0891 0.9755 3.9189
C45 -1.1849 0.9331 2.6628
O2 -0.5871 0.1547 1.8718
C46 -2.2121 1.9008 2.0761
C47 -3.1969 2.2850 2.9292
C48 -4.2046 3.1622 2.5334
C49 -4.3802 3.5514 1.2219
C50 -3.4240 3.1336 0.3150
C51 -2.2421 2.3561 0.6769
O3 -1.2955 2.0281 -0.1159
N5 -3.5819 3.4766 -1.0929
O4 -2.5963 3.6327 -1.7763
O5 -4.7136 3.6330 -1.5754
N6 -5.1458 3.5063 3.5790
O6 -6.0187 4.3136 3.2963
O7 -5.1153 2.9457 4.6474
H29 -3.2120 1.9461 3.9247
H30 -5.2837 4.1552 0.9537
C52 -2.7009 -1.4091 4.5060
C53 -2.2641 -2.0280 3.2222
C54 -1.4079 -3.1076 3.1278
C55 -1.2574 -3.7258 1.8610
N7 -1.7918 -3.2448 0.7418
C56 -2.4487 -2.0536 0.8367
S1 -2.8490 -1.0453 -0.4785
N8 -2.8753 -1.6146 2.0833
C57 -0.4045 -4.9775 1.7625
H31 -2.8225 -2.1878 5.2487
H32 -3.6507 -0.8753 4.3943
H33 -2.0109 -0.6228 4.8368
H34 -0.9070 -3.4336 4.0082
H35 -3.3423 -0.7170 2.0297
H36 -0.1897 -5.4364 2.7200
H37 0.5066 -4.6602 1.2709
H38 -0.9355 -5.7100 1.1240

The calculation puts the lowest unoccupied orbital energy (alpha / beta) at 4.00 / 2.56 eV. Its charge is -2. The calculation puts the orbital gap (alpha / beta) at 3.970 / 4.843 eV. Its total energy is -4268.07693 a.u. The calculation puts the strongest force on any atom at 4.68 eV/Å. The calculation puts the energy above the lowest of the compared OMol25 structures with the same formula, charge and spin at 0.334 eV. As for the multiplicity: 8.